1.
84
Properties=species:S:1:pos:R:3:forces:R:3 method="wB97M-V/def2-TZVPD" total_charge=-1 homo_lumo_gap_ev=7.237
Ba 1.38222 2.29403 -1.68724 0.7 -0.6 0.0
O 1.86848 2.56789 1.60052 -0.3 0.2 -0.2
C 1.05160 3.54555 2.22613 0.0 0.0 0.2
C 0.75030 4.75171 1.35310 0.1 0.2 0.0
N 0.20709 4.46542 0.03468 -0.2 -0.4 -0.3
C 0.20427 5.66146 -0.81041 -0.2 0.3 -0.2
C 0.45237 5.41208 -2.31656 0.0 0.0 0.1
O -0.14805 6.09156 -3.14834 -0.1 0.0 0.2
O 1.32134 4.51591 -2.56018 0.1 0.6 -0.4
C -1.13738 3.87190 0.09257 -0.1 0.1 0.2
C -1.19586 2.38192 0.53581 0.0 0.4 0.2
O -2.03718 2.03572 1.35870 -0.1 0.1 -0.1
O -0.32092 1.63824 -0.02170 -0.1 -0.3 0.3
H 1.22785 2.03326 1.10072 0.1 -0.4 0.1
H 1.60032 3.91834 3.09377 0.0 0.0 0.1
H 0.13131 3.08459 2.60065 0.0 0.0 0.0
H 1.68756 5.29090 1.19665 0.0 0.0 0.0
H 0.07559 5.41947 1.92112 0.0 0.0 0.0
H 1.02390 6.31499 -0.50263 0.0 0.0 0.1
H -0.72829 6.23220 -0.71736 0.0 0.0 0.1
H -1.56231 3.91569 -0.91571 0.0 0.0 0.0
H -1.79314 4.45511 0.75508 0.0 0.0 0.0
N 3.28994 -2.04971 -1.12898 0.0 0.0 0.0
C 2.82235 -0.97210 -1.83682 0.1 -0.3 0.0
S 3.89072 0.38181 -1.91585 -0.3 -0.1 -0.1
N 1.61163 -1.21861 -2.33291 -0.2 0.3 -0.1
N 1.03808 -0.18485 -3.00620 0.3 0.1 0.0
C -0.13313 -0.34249 -3.51461 0.2 0.2 -0.2
C -0.95636 -1.57244 -3.44726 -0.1 -0.1 0.1
C -2.31065 -1.45440 -3.13493 0.0 0.0 0.0
C -3.13104 -2.57081 -3.09024 0.0 0.0 0.0
C -2.60745 -3.82262 -3.37502 0.0 -0.1 0.0
C -1.25940 -3.95064 -3.68081 0.0 -0.1 0.0
C -0.43430 -2.83807 -3.70577 0.0 0.0 -0.1
C -0.67236 0.79582 -4.33962 0.0 -0.3 0.0
C -1.42842 0.51171 -5.47553 0.0 0.1 0.0
C -1.86173 1.55825 -6.27510 0.0 -0.1 0.0
C -1.53296 2.85629 -5.92518 0.1 0.1 0.1
C -0.77497 3.05594 -4.77869 0.0 0.2 0.0
N -0.36638 2.05520 -4.00749 0.3 -0.3 0.3
H 4.26403 -2.05572 -0.88722 0.0 0.0 0.0
H 2.81856 -2.92783 -1.27569 0.0 0.0 0.0
H -2.72141 -0.47539 -2.91796 0.0 0.0 0.0
H -4.17681 -2.45744 -2.83430 0.0 0.0 0.0
H -3.24154 -4.70021 -3.34598 0.0 0.0 0.0
H -0.84221 -4.92713 -3.89535 0.0 0.0 0.0
H 0.61569 -2.94148 -3.93804 0.0 0.0 0.0
H -1.65680 -0.51399 -5.72790 0.0 0.0 0.0
H -2.44271 1.35298 -7.16578 0.0 0.0 0.0
H -1.84564 3.70990 -6.51012 0.0 0.0 0.0
H -0.48113 4.05171 -4.45548 0.0 0.0 0.0
C 1.81628 -1.77623 5.48051 -0.1 0.1 0.0
Si 0.91672 -0.21253 4.93370 0.0 0.0 -0.2
C 2.10981 1.23523 4.98470 0.0 -0.1 0.1
C -0.48760 0.11815 6.14884 0.1 0.0 0.0
C 0.18300 -0.42161 3.21625 0.0 0.0 0.2
Te 1.52665 -1.08533 1.68961 0.2 0.1 -0.1
C -0.02165 -2.09047 0.60966 -0.1 -0.1 -0.1
Si -0.28348 -3.84687 1.20740 0.0 0.1 0.0
C -0.35938 -3.97463 3.08800 0.0 -0.1 -0.2
C -1.89467 -4.56467 0.53991 0.1 0.1 0.0
C 1.15888 -4.87378 0.55790 -0.1 0.1 0.1
H 2.45813 -1.55394 6.33708 0.0 0.0 0.0
H 2.44244 -2.18479 4.68596 0.0 0.0 0.0
H 1.11242 -2.55443 5.78334 0.0 0.0 0.0
H 2.63913 1.25203 5.94163 0.0 0.0 0.0
H 1.57342 2.17570 4.88294 -0.1 0.1 0.0
H 2.84861 1.19903 4.18260 0.0 0.0 0.0
H -0.10228 0.30359 7.15474 0.0 0.0 0.0
H -1.16028 -0.74073 6.20196 0.0 0.0 0.0
H -1.07823 0.98566 5.85013 0.0 0.0 0.0
H -0.29785 0.48809 2.84912 0.0 0.0 0.0
H -0.59532 -1.18716 3.27373 0.0 0.0 0.0
H 0.29015 -2.08864 -0.44002 0.0 0.0 0.0
H -0.88307 -1.42307 0.66715 0.0 0.0 0.1
H -1.26479 -3.51832 3.49299 0.0 0.0 0.0
H 0.50071 -3.50196 3.56204 0.0 0.0 0.0
H -0.36261 -5.03136 3.37126 0.0 0.0 0.0
H -2.75528 -4.04813 0.97045 0.0 0.0 0.0
H -1.97970 -5.62523 0.79008 0.0 0.0 0.0
H -1.95916 -4.46098 -0.54374 0.0 0.0 -0.1
H 2.10736 -4.46188 0.90957 0.0 0.0 0.0
H 1.16792 -4.86978 -0.53444 0.0 0.0 0.0
H 1.09906 -5.91258 0.89044 0.0 0.0 0.0

---

2.
133
Properties=species:S:1:pos:R:3:forces:R:3 method="wB97M-V/def2-TZVPD" homo_lumo_gap_ev=5.764
Ir 0.12593 0.64126 -1.48312 0.2 -1.9 -1.4
O 3.42938 0.69759 -3.50019 -0.1 0.0 0.3
S 2.32037 -0.06994 -2.97204 0.6 -0.4 -1.0
O 0.99594 0.58937 -3.33709 -0.1 0.0 -0.4
O 2.26815 0.02860 -1.43660 -1.4 0.8 0.5
O 2.29330 -1.44698 -3.41561 0.3 -0.1 0.4
C 2.87688 5.67117 -1.62084 -0.1 0.0 -0.1
O 1.48628 5.69589 -1.30767 0.1 -0.2 -0.3
C 1.12968 5.67333 -0.01250 -0.1 0.1 0.0
C 2.03935 5.91681 1.01382 0.1 0.0 0.1
C 1.61763 6.11469 2.31410 0.0 -0.1 0.1
C 0.26544 6.06699 2.61051 0.0 0.0 0.2
C -0.63093 5.75796 1.61119 -0.1 -0.1 -0.1
C -0.23223 5.51825 0.29693 0.2 -0.2 0.3
N -1.28903 5.29660 -0.61762 0.0 0.1 0.4
C -1.38414 5.09302 -1.92688 0.1 0.0 -0.5
C -0.52080 4.50015 -2.82210 0.3 -0.3 0.2
C -0.56919 4.96003 -4.17154 -0.2 0.1 -0.1
C 0.35365 4.56699 -5.07631 0.0 0.2 -0.3
C 1.40247 3.70030 -4.67064 0.1 -0.1 0.2
C 1.43854 3.16003 -3.42199 0.3 0.2 -0.3
C 0.41106 3.43231 -2.47890 -0.4 -0.1 0.4
O 0.21990 2.74069 -1.41909 0.2 0.5 -0.1
H 2.93304 5.56962 -2.69961 0.0 0.0 0.0
H 3.37030 4.81479 -1.15748 0.0 0.0 0.0
H 3.36538 6.59830 -1.31522 0.0 0.0 0.0
H 3.09173 6.00121 0.78415 -0.1 0.0 0.0
H 2.34633 6.32660 3.08685 0.0 0.0 0.0
H -0.09028 6.27221 3.61268 0.0 -0.1 -0.1
H -1.69047 5.72531 1.83559 -0.1 -0.1 0.1
H -2.18285 5.46707 -0.18390 0.0 0.3 0.0
H -2.28743 5.53800 -2.33900 -0.1 -0.1 0.0
H -1.31942 5.69459 -4.44549 0.0 0.0 0.0
H 0.31082 4.94262 -6.09082 0.1 0.0 0.0
H 2.19159 3.44684 -5.36850 0.0 0.0 0.0
H 2.23488 2.48303 -3.16039 0.1 0.1 0.1
C -5.33180 0.49552 -1.86183 0.1 0.0 0.0
N -4.39450 1.04025 -2.83560 0.1 0.1 -0.1
C -4.89223 1.38725 -4.16283 0.0 0.0 0.1
C -3.09396 0.98561 -2.61506 -0.1 0.0 -0.1
N -1.95710 0.94566 -2.42967 0.6 -0.1 0.9
H -6.12335 1.21975 -1.66730 0.0 0.0 0.0
H -4.80675 0.28313 -0.93355 0.0 0.1 -0.1
H -5.78181 -0.42895 -2.23099 0.0 0.0 0.0
H -5.66588 2.15171 -4.07918 0.0 0.0 0.0
H -5.31834 0.51246 -4.65902 0.0 0.0 0.0
H -4.07610 1.77401 -4.76643 0.0 0.0 0.0
N -0.86513 0.65292 0.22424 -0.5 0.1 1.3
P -1.40583 -0.06538 1.44658 0.5 0.4 -0.6
N -0.39119 -0.52273 2.72500 0.2 0.0 0.0
C 0.63321 -1.53293 2.39938 -0.2 0.2 0.0
C 1.92067 -0.92609 1.84951 0.0 0.0 0.2
C 2.47081 0.09885 2.83655 -0.1 0.1 -0.2
C 1.41100 1.17456 3.06355 0.0 -0.1 0.0
C 0.12867 0.53908 3.59430 0.0 -0.1 -0.1
N -2.19500 -1.53497 1.19922 -0.2 -0.3 -0.1
C -2.39086 -2.59961 2.17118 0.0 0.0 -0.1
C -2.11573 -3.95537 1.51019 -0.1 0.0 -0.1
C -2.61390 -3.95786 0.05171 -0.1 0.0 0.1
C -3.72729 -2.93139 -0.14222 0.1 0.0 0.0
C -3.20236 -1.51633 0.13778 0.1 -0.2 0.3
N -2.56852 0.88369 2.18162 -0.1 0.0 0.4
C -3.40247 0.32568 3.24603 0.0 0.1 -0.1
C -3.99186 1.44882 4.08984 0.0 0.0 -0.1
C -4.88356 2.36763 3.23732 0.1 -0.1 0.0
C -4.31904 2.51648 1.80856 0.0 0.1 0.1
C -2.81681 2.26103 1.80130 -0.1 0.0 -0.1
H 0.19917 -2.22375 1.67422 0.0 -0.1 0.1
H 0.85628 -2.09897 3.31324 0.0 0.0 0.0
H 1.70727 -0.42101 0.90752 0.0 0.1 -0.1
H 2.64661 -1.72072 1.65091 0.0 0.1 0.0
H 3.39294 0.54049 2.44896 0.0 0.0 0.1
H 2.70255 -0.38983 3.79084 0.0 0.0 0.0
H 1.18724 1.67224 2.11366 0.0 0.0 0.1
H 1.76137 1.92193 3.77653 0.0 0.1 0.0
H -0.64701 1.29741 3.71700 0.0 -0.1 0.0
H 0.32791 0.09304 4.57887 0.0 0.0 0.0
H -3.42103 -2.58334 2.55703 0.0 0.0 0.0
H -1.72378 -2.44173 3.01636 -0.1 0.0 0.0
H -2.61188 -4.73937 2.08994 0.0 0.0 0.0
H -1.04084 -4.16029 1.53083 0.0 0.0 0.0
H -2.96429 -4.95359 -0.22754 0.0 0.0 -0.1
H -1.79991 -3.68998 -0.61905 0.1 0.0 -0.1
H -4.55890 -3.16862 0.52787 0.0 0.0 0.0
H -4.10739 -2.97525 -1.16584 -0.1 0.0 0.0
H -4.05322 -0.86780 0.41797 0.1 0.0 0.1
H -2.73387 -1.08789 -0.74913 0.0 0.0 -0.1
H -2.79702 -0.33945 3.86730 0.0 0.0 0.0
H -4.22552 -0.27490 2.82609 0.0 0.0 0.0
H -3.16932 2.02266 4.52687 0.0 0.0 0.0
H -4.56509 1.02577 4.91662 0.0 0.0 0.0
H -4.95649 3.34370 3.72279 0.0 0.0 0.0
H -5.89492 1.95578 3.18936 0.0 0.0 0.0
H -4.54831 3.51001 1.40954 0.0 -0.1 0.0
H -4.78688 1.78184 1.14576 0.0 0.0 0.0
H -2.33052 2.95530 2.49918 0.1 0.2 0.0
H -2.36906 2.40695 0.81712 0.0 0.0 0.0
Cl 6.96411 -4.17588 -4.08127 0.0 0.0 0.0
C 5.63576 -4.43357 -2.99833 0.0 -0.1 0.0
C 5.17706 -3.40072 -2.20738 -0.2 0.3 0.0
C 4.08930 -3.61849 -1.37118 0.1 0.2 -0.2
C 3.45815 -4.84835 -1.31254 -0.2 -0.3 -0.1
C 2.26292 -5.07617 -0.41165 -0.1 0.4 -0.1
C 0.89476 -4.85033 -1.05427 -0.2 0.0 0.1
N 0.51841 -3.53775 -1.58194 0.5 0.0 -0.1
C -0.25594 -3.36676 -2.71056 -0.2 -0.2 0.1
C -0.62388 -2.06417 -2.73126 -0.1 0.2 0.1
N -0.08012 -1.42967 -1.63905 0.5 0.4 -0.1
C 0.63245 -2.33529 -0.98411 -0.4 0.0 0.0
O 2.33052 -4.30729 0.77466 0.1 0.1 0.0
C 3.17739 -4.89054 1.76790 0.1 0.0 0.0
C 3.96276 -3.84413 2.48884 0.0 -0.1 0.0
C 3.73985 -3.44829 3.77134 0.1 0.1 0.0
Cl 2.49660 -3.99608 4.82035 0.0 0.0 0.1
S 4.85728 -2.25571 4.30390 0.0 -0.1 0.0
C 5.64585 -2.26848 2.78054 0.1 0.1 0.1
C 5.07606 -3.14917 1.92297 0.0 0.0 -0.1
C 3.95910 -5.87416 -2.11855 0.0 0.2 0.0
Cl 3.23037 -7.46300 -2.10173 0.0 0.0 0.0
C 5.04148 -5.68483 -2.95676 0.0 0.0 0.0
H 5.61335 -2.41262 -2.27514 0.0 -0.1 0.0
H 3.72521 -2.79863 -0.76565 -0.1 0.0 0.0
H 2.23765 -6.13671 -0.15749 0.0 -0.1 0.1
H 0.15892 -5.10667 -0.28837 0.0 -0.1 0.0
H 0.80768 -5.56065 -1.87403 -0.1 0.0 -0.1
H -0.50209 -4.18709 -3.36470 0.1 0.1 0.0
H -1.22226 -1.52780 -3.44832 0.1 0.0 0.0
H 1.20915 -2.16466 -0.09129 0.0 0.0 -0.2
H 3.87622 -5.58953 1.29820 0.0 0.0 -0.1
H 2.55843 -5.44434 2.47515 0.0 -0.1 0.0
H 6.49440 -1.62193 2.61075 -0.1 -0.1 0.0
H 5.41021 -3.30371 0.90411 0.0 0.0 0.1
H 5.41252 -6.49521 -3.56880 0.0 0.0 0.0

---

3.
21
Properties=species:S:1:pos:R:3:forces:R:3 method="wB97M-V/def2-TZVPD" total_charge=+1 homo_lumo_gap_ev=7.196
C -1.20592 -2.64447 -2.18143 -1.0 -0.2 -1.3
C 0.34410 3.17029 1.60367 -0.9 -1.7 -1.9
C -0.55944 2.14642 2.01490 1.7 1.5 0.1
C 1.13478 3.03538 0.44849 -1.9 -2.9 0.2
C -0.60214 0.93900 1.35115 -2.3 0.0 3.3
C 1.03311 1.81377 -0.23780 0.4 1.0 -0.1
C 0.21307 0.70602 0.22164 1.1 -0.8 -0.3
C 0.45575 -1.81225 -0.66111 0.4 -0.3 -1.5
C 0.42328 -0.58323 -0.22272 -0.6 1.9 0.5
N -2.30497 -2.67041 -1.59711 0.6 -0.3 -0.7
N 1.01099 -2.94531 -0.15803 -2.4 1.8 -0.3
O -0.04453 -1.83658 -1.97512 -0.4 -0.9 1.4
H -1.16188 -3.19645 -3.14280 0.7 0.3 0.7
H 0.21668 4.13303 1.97725 0.2 1.4 1.2
H -1.10455 2.41302 2.92864 -0.2 -0.7 -0.6
H 1.57857 3.85874 -0.01612 1.0 1.0 -0.4
H -1.32379 0.28064 1.98604 1.5 0.1 -2.2
H 1.50169 1.78184 -1.22998 -0.1 -0.5 0.5
H -2.48470 -2.04982 -0.84296 0.1 0.6 1.1
H 1.69040 -2.88872 0.51127 1.8 0.5 2.3
H 1.18950 -3.65091 -0.77785 0.3 -2.0 -2.1

---

4.
65
Properties=species:S:1:pos:R:3:forces:R:3 method="wB97M-V/def2-TZVPD" spin_multiplicity=3 total_charge=+3 homo_lumo_gap_ev="7.795 / 5.651" s_squared=2.05
Au -1.83850 -1.42104 -2.09118 0.6 -0.2 0.3
C 7.80486 0.54994 7.79163 -0.5 -1.0 -1.0
O 7.90594 0.38460 6.27405 0.2 0.8 2.0
C 6.86256 0.43661 5.52156 0.8 -1.2 -0.1
C 7.13669 0.19658 4.15769 0.6 -0.1 -1.7
C 6.16189 0.05730 3.21683 -0.4 0.4 1.6
C 4.79572 0.04893 3.67657 0.3 0.0 -1.3
C 4.52209 0.29370 5.02646 0.5 0.0 1.6
C 5.54117 0.48207 5.94080 -2.2 0.9 0.0
C 3.75638 -0.20871 2.72702 -1.0 0.1 -0.3
N 3.93222 -0.56145 1.43856 -0.8 0.0 0.8
C 2.67508 -0.79779 0.97181 0.1 -0.8 -0.8
C 1.70645 -0.61413 1.94195 1.0 1.3 0.9
N 2.39129 -0.15991 3.05420 0.4 -1.0 -1.3
C 0.31712 -0.63543 1.66756 -1.4 -0.3 -0.5
C -0.72441 -0.25913 2.54214 0.5 -0.1 0.3
C -2.03209 -0.31771 2.14608 0.3 -0.4 -1.4
C -2.32018 -0.75201 0.82371 -0.8 0.9 1.8
N -1.36815 -1.05929 0.00519 0.4 -0.5 -1.5
C -0.08233 -1.03588 0.37784 1.2 -0.2 0.1
C 0.92462 -1.41202 -0.61568 -0.8 -0.3 -1.1
N 0.49460 -1.83014 -1.85438 -0.4 0.8 0.8
C 1.39390 -2.00840 -2.79832 0.6 -0.4 1.1
C 2.77795 -1.89353 -2.56470 -0.1 0.6 -1.5
C 3.23115 -1.48549 -1.34571 0.0 -0.4 -0.6
C 2.27127 -1.27400 -0.36701 1.1 1.0 2.1
H 8.80900 0.78149 8.11251 0.1 0.0 -0.1
H 7.45949 -0.43337 8.19130 0.3 0.8 -0.3
H 7.12087 1.35975 8.04189 0.1 -0.1 -0.2
H 8.18341 0.09040 3.87331 -0.2 0.2 0.1
H 6.39868 0.00448 2.18059 0.0 -0.4 -0.6
H 3.52549 0.30078 5.46932 0.1 0.0 -0.5
H 5.24957 0.79334 6.93214 0.2 -0.3 0.2
H 1.96865 0.03957 3.93675 0.1 0.1 0.4
H -0.46303 0.06606 3.54326 -0.2 0.1 0.0
H -2.82590 0.01847 2.75870 -0.6 0.1 0.6
H -3.32865 -0.78467 0.43379 -0.1 0.0 0.1
H 1.04649 -2.32715 -3.74596 -0.3 -0.2 -0.9
H 3.41685 -1.95454 -3.45516 -0.1 -0.3 0.6
H 4.28430 -1.32679 -1.15550 -0.1 0.0 0.1
N -2.18616 -1.98059 -4.12854 0.0 0.8 0.3
C -3.55952 -1.75743 -4.68235 0.7 -0.2 -0.5
C -4.67409 -1.93739 -3.68593 0.6 -0.2 1.2
C -4.73664 -0.71243 -2.75919 0.8 -0.3 0.9
O -5.77679 -0.08454 -2.72301 -0.6 0.7 -0.1
O -3.70750 -0.33168 -2.01814 -0.4 -0.9 -0.9
H -1.61272 -1.32327 -4.64027 0.5 -0.1 -0.1
H -1.83228 -2.89650 -4.34748 0.0 -0.5 0.1
H -3.66258 -2.47436 -5.48486 -0.2 0.0 -0.4
H -3.47291 -0.75150 -5.11890 -0.7 -0.3 0.2
H -4.56148 -2.91259 -3.10871 -0.1 1.2 -0.6
H -5.61575 -1.96894 -4.21171 -0.3 -0.1 -0.1
N -6.85678 2.42481 -2.48936 0.5 0.5 -0.2
C -6.20764 3.39941 -3.52143 0.0 -1.1 1.8
C -4.68991 3.12735 -3.58979 -0.5 -0.4 1.0
N -4.20663 2.70710 -4.85316 0.2 0.6 -2.5
H -7.78684 2.12102 -2.77675 0.0 0.1 0.1
H -6.91444 2.86836 -1.56445 -0.1 -0.2 -0.4
H -6.27108 1.56520 -2.39389 -0.2 -0.2 -0.1
H -6.51876 4.36699 -3.18349 0.2 0.7 0.1
H -6.67659 3.20967 -4.44611 -0.5 -0.3 -1.1
H -4.44427 2.28798 -2.89328 -0.1 0.9 0.0
H -4.17551 4.03227 -3.31647 0.4 0.1 0.5
H -4.01835 3.50634 -5.50418 -0.1 -0.9 0.9
H -4.91727 2.16323 -5.34017 0.3 -0.2 0.0

---

In eV, the relative energy (zero: lowest compared OMol25 entry of this formula, charge and spin) values for the records above are, in order, 0.150, 0.219, 3.724, 0.000.